1.
Computed, not measured: a 10-piece molecular cluster, H20O10 overall, with ωB97M-V with the def2-TZVPD basis set.

The geometry in XYZ format:
```
30
H20O10 | OMol25 | ωB97M-V with the def2-TZVPD basis set
O -0.3765 0.7878 -0.4869
H -0.6296 1.6905 -0.3646
H 0.2088 0.2834 0.0585
O -3.6780 1.1080 0.4410
H -3.8721 0.4169 1.0712
H -3.6597 0.5430 -0.3268
O 3.3185 -3.0520 -0.0818
H 2.4509 -3.2398 -0.5080
H 3.3682 -2.1360 -0.4042
O 0.1604 1.3676 -2.9915
H -0.3982 1.6397 -2.2250
H -0.3737 0.5265 -3.1430
O 1.1006 -2.5261 -1.9146
H 0.4283 -2.3428 -1.2603
H 1.0173 -3.3493 -2.3694
O 0.0426 2.0440 2.3137
H 0.8619 1.5484 2.2566
H -0.1945 2.1750 3.2381
O 0.8718 -1.9282 1.5986
H -0.1117 -2.0269 1.5927
H 1.0915 -2.2519 2.4772
O -2.2528 -1.8191 2.2399
H -2.8832 -1.3187 1.7358
H -2.1923 -2.7303 2.1134
O 2.9941 1.0165 -0.9342
H 3.3164 1.7024 -1.5099
H 2.1957 0.5760 -1.1684
O -1.7579 3.3207 -0.3078
H -2.0148 3.3173 0.6271
H -2.3889 2.7197 -0.7039
```

Results
Electronic energy = -20798.478 eV
E_HOMO = -10.4393 eV
Gap between HOMO and LUMO = 10.06 eV
Charge = 0
Energy relative to the best compared isomer or geometry (same formula, charge and spin) = 398.9 kJ/mol
SMILES string = O.O.O.O.O.O.O.O.O.O

These are the Löwdin partial charges, in e, on atoms 1 to 5: number 1, O, carries -0.054; number 2, H, carries -0.012; number 3, H, carries 0.019; number 4, O, carries -0.023; number 5, H, carries 0.022



2.
Computed, not measured: a 10-piece molecular cluster, H20O10 overall, with ωB97M-V with the def2-TZVPD basis set.

The geometry in XYZ format:
```
30
H20O10 | OMol25 | ωB97M-V with the def2-TZVPD basis set
O -1.1263 1.6316 3.8364
H -0.7553 2.5192 3.7983
H -0.6065 1.1143 3.1933
O -1.1232 -2.7075 1.8056
H -0.5985 -2.7514 0.9987
H -1.7523 -3.4332 1.7255
O 0.5789 0.3675 -0.3650
H 0.3638 0.3956 0.5977
H 0.5920 -0.5645 -0.5880
O -2.2420 1.3775 -0.0563
H -2.3230 2.0152 -0.7727
H -1.6414 0.6964 -0.4004
O 0.2326 -0.3574 2.3384
H -0.3561 -1.1381 2.2241
H 0.9619 -0.6677 2.8903
O 0.2509 3.0741 -0.6759
H 0.2748 2.1272 -0.8982
H -0.6715 3.2512 -0.4774
O 1.8652 0.1662 -3.9839
H 1.2400 0.6562 -4.5282
H 1.3187 -0.3922 -3.4120
O 0.8557 -2.2263 -2.7157
H 0.7644 -2.5981 -1.8305
H 1.7547 -2.4546 -2.9922
O 2.4410 1.5135 2.1995
H 1.7103 1.1852 1.6665
H 3.1400 0.8608 2.0867
O -1.6546 -1.2051 -1.4993
H -2.4722 -1.0117 -1.9734
H -1.0221 -1.4436 -2.1920
```

Results
Electronic energy = -20799.714 eV
E_HOMO = -10.4102 eV
Gap between HOMO and LUMO = 9.74 eV
Charge = 0
Energy relative to the best compared isomer or geometry (same formula, charge and spin) = 279.7 kJ/mol
SMILES string = O.O.O.O.O.O.O.O.O.O

These are the Löwdin partial charges, in e, on atoms 1 to 5: number 1, O, carries -0.076; number 2, H, carries 0.032; number 3, H, carries -0.014; number 4, O, carries -0.035; number 5, H, carries 0.042



3.
Computed, not measured: a 10-piece molecular cluster, H20O10 overall, with ωB97M-V with the def2-TZVPD basis set.

The geometry in XYZ format:
```
30
H20O10 | OMol25 | ωB97M-V with the def2-TZVPD basis set
O -20.9520 -43.5539 10.1063
H -20.5679 -43.9503 9.3411
H -20.4542 -42.9158 10.7066
O -14.8799 -44.9688 13.7067
H -14.2756 -44.6589 14.3888
H -15.4694 -44.9965 14.3469
O -21.4491 -45.8051 14.0650
H -21.8173 -45.8711 13.2647
H -21.6111 -44.8702 14.2285
O -20.1541 -41.5987 11.8604
H -20.0786 -42.2358 12.6466
H -19.4199 -41.0700 11.7384
O -16.5626 -43.0199 12.4113
H -17.2558 -43.6179 12.0189
H -16.3698 -43.4682 13.2647
O -22.5455 -45.3054 11.5548
H -22.9514 -45.9623 10.9058
H -21.7895 -44.8146 11.0943
O -18.6994 -44.9389 12.8062
H -18.2231 -45.3026 13.5259
H -19.6889 -44.6943 12.9956
O -20.7172 -43.0440 14.2654
H -20.4042 -42.7936 15.2284
H -21.6853 -42.5264 14.1697
O -19.6890 -47.2556 11.4336
H -19.2893 -46.4942 11.8126
H -19.4234 -47.5996 10.6846
O -17.3187 -46.1716 14.9182
H -17.0702 -46.9867 14.6210
H -17.6742 -46.2190 15.7811
```

Results
Electronic energy = -20797.907 eV
E_HOMO = -10.4057 eV
Gap between HOMO and LUMO = 10.22 eV
Charge = 0
Energy relative to the best compared isomer or geometry (same formula, charge and spin) = 454.1 kJ/mol
SMILES string = O.O.O.O.O.O.O.O.O.O

These are the Löwdin partial charges, in e, on atoms 1 to 5: number 1, O, carries -0.074; number 2, H, carries 0.039; number 3, H, carries 0.035; number 4, O, carries 0.010; number 5, H, carries 0.068



4.
Computed, not measured: a 10-piece molecular cluster, H20O10 overall, with ωB97M-V with the def2-TZVPD basis set.

The geometry in XYZ format:
```
30
H20O10 | OMol25 | ωB97M-V with the def2-TZVPD basis set
O -1.0719 1.5700 -2.7569
H -0.2956 1.6020 -3.3235
H -1.8053 1.7771 -3.3454
O 3.5636 0.4119 2.6819
H 2.7825 0.0532 2.2420
H 4.0893 -0.3637 2.8904
O 2.4531 -1.5445 1.0109
H 1.5021 -1.3923 1.0500
H 2.7145 -1.1977 0.1540
O 1.2108 -2.9915 -1.3154
H 0.4240 -2.4409 -1.4543
H 0.9297 -3.6558 -0.6814
O -0.0156 0.9911 3.4217
H 0.9364 1.0295 3.2874
H -0.3587 1.7465 2.9375
O -1.0283 -1.9037 -2.5057
H -0.9029 -1.4538 -3.3456
H -1.9614 -1.7856 -2.2991
O 1.8029 2.1514 0.8625
H 1.7007 2.5254 -0.0178
H 2.7542 2.0363 0.9758
O -2.9925 -0.5128 1.2880
H -3.6289 -0.0004 0.7828
H -2.1409 -0.2564 0.9189
O -0.1169 -0.1165 0.4014
H -0.4513 0.0228 -0.4920
H 0.4438 0.6500 0.5826
O -3.6381 0.6471 -1.2711
H -4.0290 1.4504 -0.9137
H -2.8701 0.9510 -1.7658
```

Results
Electronic energy = -20799.913 eV
E_HOMO = -10.4683 eV
Gap between HOMO and LUMO = 9.93 eV
Charge = 0
Energy relative to the best compared isomer or geometry (same formula, charge and spin) = 260.4 kJ/mol
SMILES string = O.O.O.O.O.O.O.O.O.O

These are the Löwdin partial charges, in e, on atoms 1 to 5: number 1, O, carries -0.046; number 2, H, carries 0.053; number 3, H, carries 0.048; number 4, O, carries -0.070; number 5, H, carries -0.016



5.
Computed, not measured: a 10-piece molecular cluster, H20O10 overall, with ωB97M-V with the def2-TZVPD basis set.

The geometry in XYZ format:
```
30
H20O10 | OMol25 | ωB97M-V with the def2-TZVPD basis set
O -0.1030 -1.2760 -0.1448
H 0.7734 -1.1803 -0.4695
H -0.1197 -2.1123 0.4073
O 2.5137 -0.8947 0.1755
H 2.3837 -1.6734 -0.4917
H 3.4146 -1.0868 0.5652
O -1.7528 1.0828 -1.3152
H -2.4880 0.4909 -1.4966
H -1.7348 1.7864 -1.9271
O 2.0841 1.1654 -4.0136
H 1.2002 1.4166 -4.2285
H 2.3456 0.5017 -4.6734
O -4.3268 0.7133 0.1251
H -3.6882 0.9470 0.8798
H -4.0375 -0.0984 -0.2835
O -0.6824 -4.7850 1.1401
H 0.0344 -4.2604 1.1702
H -0.9424 -5.0664 2.0387
O 2.8508 2.5853 -2.1814
H 2.1895 2.2160 -1.6560
H 3.7334 2.1214 -1.9954
O 2.2730 0.5335 3.1985
H 1.7109 -0.2123 3.2330
H 1.6610 1.1985 2.6872
O 0.0100 1.1871 0.1179
H -0.1557 1.9364 0.5768
H -0.6394 0.5601 0.4075
O -2.9565 0.0408 2.8922
H -2.2207 -0.4896 3.3121
H -2.7011 0.1848 1.9886
```

Results
Electronic energy = -20796.498 eV
E_HOMO = -10.1344 eV
Gap between HOMO and LUMO = 9.85 eV
Charge = 0
Energy relative to the best compared isomer or geometry (same formula, charge and spin) = 590.0 kJ/mol
SMILES string = O.O.O.O.O.O.O.O.O.O

These are the Löwdin partial charges, in e, on atoms 1 to 5: number 1, O, carries -0.060; number 2, H, carries -0.026; number 3, H, carries 0.068; number 4, O, carries -0.112; number 5, H, carries 0.093



6.
Computed, not measured: a 10-piece molecular cluster, H20O10 overall, with ωB97M-V with the def2-TZVPD basis set.

The geometry in XYZ format:
```
30
H20O10 | OMol25 | ωB97M-V with the def2-TZVPD basis set
O 0.6275 -0.3897 -0.3083
H 1.5866 -0.2962 -0.3285
H 0.3068 0.5101 -0.1800
O -1.9667 -1.5083 -1.9574
H -2.4287 -1.0187 -2.6472
H -1.7604 -2.3551 -2.3689
O 5.1058 2.8916 0.0393
H 6.0592 2.8252 0.1645
H 4.7470 2.1903 0.5946
O -3.7974 -1.2428 0.2861
H -3.5179 -0.4865 -0.2420
H -4.5012 -0.8923 0.8437
O 4.7669 -2.8531 -1.0775
H 4.7822 -3.6626 -0.5546
H 3.9170 -2.4519 -0.8637
O -1.0748 -3.5545 2.6574
H -0.4013 -2.8908 2.4704
H -1.9051 -3.0681 2.6018
O -3.4509 1.8046 -1.9638
H -2.8750 1.0366 -2.0506
H -3.4196 2.2205 -2.8327
O -2.5662 2.9901 1.3545
H -3.1662 3.2670 2.0561
H -2.5502 2.0290 1.4253
O 1.1706 3.9075 0.6388
H 0.5659 4.3345 1.2560
H 1.6653 3.2874 1.1863
O 1.1368 -2.0420 0.1776
H 1.3462 -2.4210 1.0387
H 1.9359 -2.1847 -0.3421
```

Results
Electronic energy = -20795.862 eV
E_HOMO = -9.3062 eV
Gap between HOMO and LUMO = 9.24 eV
Charge = 0
Energy relative to the best compared isomer or geometry (same formula, charge and spin) = 651.3 kJ/mol
SMILES string = O.O.O.O.O.O.O.O.O.O

These are the Löwdin partial charges, in e, on atoms 1 to 5: number 1, O, carries -0.111; number 2, H, carries 0.053; number 3, H, carries 0.048; number 4, O, carries -0.042; number 5, H, carries 0.027



7.
Computed, not measured: a 10-piece molecular cluster, H20O10 overall, with ωB97M-V with the def2-TZVPD basis set.

The geometry in XYZ format:
```
30
H20O10 | OMol25 | ωB97M-V with the def2-TZVPD basis set
O 0.0884 -2.2542 -1.9085
H 0.5972 -2.7223 -2.5499
H -0.7079 -2.0000 -2.3142
O -3.4913 0.1722 -0.0368
H -2.6813 0.0734 0.4306
H -3.6521 1.1097 -0.2608
O -1.9544 2.5254 -0.7241
H -1.0895 2.8081 -0.3940
H -2.5459 2.8553 -0.0518
O 0.7357 -3.3999 0.7430
H -0.1048 -3.6548 1.1275
H 0.4267 -3.0261 -0.1016
O 0.1774 -0.2365 0.8347
H 0.5908 -0.0046 -0.0125
H -0.0689 0.6446 1.0991
O 1.9871 -1.7329 2.3932
H 1.5569 -2.5922 2.1696
H 1.2953 -1.1637 1.9636
O 2.8711 2.3019 0.3480
H 3.0303 3.1708 -0.0465
H 2.8775 1.7146 -0.4055
O -1.8560 -2.2252 0.4439
H -1.2278 -1.5224 0.4248
H -2.1479 -2.4059 -0.4346
O 1.3141 0.5459 -1.3261
H 1.3482 1.3545 -1.8571
H 0.7492 -0.0619 -1.8153
O 0.2514 3.0452 0.7079
H 1.1922 2.7135 0.6096
H 0.4384 3.9673 0.9437
```

Results
Electronic energy = -20799.694 eV
E_HOMO = -9.3446 eV
Gap between HOMO and LUMO = 8.95 eV
Charge = 0
Energy relative to the best compared isomer or geometry (same formula, charge and spin) = 281.6 kJ/mol
SMILES string = O.O.O.O.O.O.O.O.O.O

These are the Löwdin partial charges, in e, on atoms 1 to 5: number 1, O, carries 0.008; number 2, H, carries 0.063; number 3, H, carries 0.039; number 4, O, carries -0.060; number 5, H, carries -0.018



8.
Computed, not measured: a 10-piece molecular cluster, H20O10 overall, with ωB97M-V with the def2-TZVPD basis set.

The geometry in XYZ format:
```
30
H20O10 | OMol25 | ωB97M-V with the def2-TZVPD basis set
O 4.5106 -0.3135 -0.7016
H 3.8354 -0.4441 0.0213
H 4.3404 0.5354 -1.0960
O 2.2886 -1.8833 0.6941
H 1.6914 -2.6099 0.9301
H 2.1999 -1.7234 -0.2296
O 0.9858 2.9517 0.5826
H 0.8699 2.5735 1.4286
H 0.3605 3.6275 0.3822
O 0.1325 1.1298 -1.6970
H -0.1723 1.6299 -2.4681
H 0.4336 1.6308 -0.9414
O -3.6448 -0.3098 1.4057
H -4.4462 -0.0634 1.8810
H -3.1964 0.4734 1.1083
O -2.2139 -3.0119 0.9881
H -2.8516 -3.6848 1.0764
H -2.6070 -2.1645 1.1846
O 0.4381 0.2065 1.0230
H -0.4066 -0.1977 0.8024
H 1.0717 -0.4811 0.8880
O -1.9589 1.8411 0.6349
H -1.0574 1.6816 0.9638
H -2.3984 2.4381 1.2462
O 1.9356 -0.9157 -2.1185
H 1.3989 -0.0987 -2.0564
H 2.7642 -0.7231 -2.5414
O -1.4488 -0.9686 -0.8372
H -0.7132 -0.4659 -1.1241
H -2.1418 -0.6601 -1.4299
```

Results
Electronic energy = -20800.216 eV
E_HOMO = -10.4352 eV
Gap between HOMO and LUMO = 10.44 eV
Charge = 0
Energy relative to the best compared isomer or geometry (same formula, charge and spin) = 231.3 kJ/mol
SMILES string = O.O.O.O.O.O.O.O.O.O

These are the Löwdin partial charges, in e, on atoms 1 to 5: number 1, O, carries -0.065; number 2, H, carries 0.042; number 3, H, carries 0.020; number 4, O, carries -0.038; number 5, H, carries 0.081